No. 1
9
Properties=species:S:1:pos:R:3:forces:R:3 method="wB97M-V/def2-TZVPD" total_charge=0 homo_ha=-0.376 molar_mass_da=180.026 homo_lumo_gap_ev=9.12
C 0.488 -0.497 0.902 -2.745 -1.110 -0.384
C -0.661 -0.596 0.162 3.781 1.685 -0.944
C 2.641 0.634 0.205 -0.461 -0.156 0.234
N 1.626 0.161 0.561 0.754 0.401 -0.424
O -1.875 -0.006 -2.254 -0.560 0.112 0.021
S -0.649 0.293 -1.556 0.610 -0.750 2.241
Br -0.642 2.280 -0.388 -0.407 0.179 -0.568
H 0.461 -0.998 1.872 0.422 0.161 -0.241
H -1.389 -1.272 0.496 -1.394 -0.522 0.065


No. 2
55
Properties=species:S:1:pos:R:3:forces:R:3 method="wB97M-V/def2-TZVPD" total_charge=0 homo_ha="-0.149 / -0.199" molar_mass_da=443.725 homo_lumo_gap_ev="2.61 / 3.46" spin_multiplicity=6
O -2.571 0.503 -0.689 1.062 0.311 -1.236
C -1.189 0.292 -1.154 -0.248 -0.589 0.803
C -1.152 1.585 -1.947 -0.997 0.337 0.361
H -1.090 -0.560 -1.841 -0.273 -0.229 0.648
H -0.571 0.154 -0.256 0.150 -0.001 -0.415
C -2.535 1.860 -1.218 1.105 0.192 -0.027
H -1.326 1.335 -2.998 -0.071 0.313 0.042
H -0.361 2.334 -1.932 0.147 -0.129 0.572
C -3.587 2.111 -2.244 -0.646 -0.029 -0.092
H -3.370 1.489 -3.108 -0.295 -0.079 -0.134
H -3.597 3.151 -2.561 0.084 0.160 -0.040
H -4.573 1.863 -1.867 -0.257 -0.045 0.101
C -2.548 2.834 -0.037 0.108 0.215 0.069
H -1.616 2.780 0.563 -0.535 -0.104 -0.364
H -3.387 2.556 0.629 0.383 0.110 -0.308
H -2.691 3.881 -0.367 0.100 -0.459 0.102
Fe 2.951 -0.214 -0.258 -0.845 0.354 0.828
C 2.326 0.133 1.956 0.912 0.227 0.034
C 3.741 -0.045 2.098 0.016 0.674 -0.216
C 4.405 1.034 1.426 -0.255 -0.254 -0.340
H 4.242 -0.772 2.751 -0.390 0.312 -0.453
C 3.418 1.816 0.756 -0.430 0.133 0.187
C 2.098 1.281 1.083 0.764 -1.014 0.892
H 1.090 1.654 0.910 0.444 0.093 -0.212
H 1.595 -0.443 2.552 0.218 0.460 -1.133
H 5.462 1.342 1.520 -0.687 -0.586 -0.354
H 3.661 2.782 0.288 -0.404 -0.683 0.023
C -1.136 -1.204 2.062 -2.167 -1.025 1.007
C -1.827 -0.407 3.097 -0.176 -0.184 -1.405
C -3.181 -0.666 2.959 0.373 -0.378 -0.113
H -1.303 0.261 3.744 -0.456 0.340 -0.355
C -3.359 -1.799 2.059 0.358 -0.226 0.100
C -2.111 -2.219 1.649 -0.024 0.647 -0.417
H -1.832 -3.037 0.996 -0.246 0.089 -0.177
H -0.395 -1.750 6.386 -1.451 0.546 -0.213
H -3.991 -0.101 3.394 -0.035 -0.105 0.277
H -4.300 -2.247 1.734 0.206 0.212 0.335
O 1.888 -1.169 -2.191 0.780 -0.693 -0.569
C 1.307 -0.522 -3.356 -0.743 0.890 -0.247
C 1.528 -1.362 -4.629 -0.381 0.479 0.213
H 1.768 0.466 -3.456 -0.189 -0.116 0.145
H 0.224 -0.419 -3.186 0.610 0.138 0.140
C 2.309 -2.587 -4.166 0.156 0.207 -0.271
H 2.049 -0.777 -5.396 -0.005 -0.210 0.260
H 0.550 -1.630 -5.051 0.325 -0.020 0.153
C 2.433 -2.462 -2.651 0.373 -0.323 0.783
H 3.296 -2.593 -4.621 0.060 -0.045 0.024
H 1.804 -3.492 -4.490 0.010 -0.150 0.279
H 3.491 -2.428 -2.366 -0.148 -0.330 0.050
H 1.931 -3.298 -2.133 0.097 0.610 0.000
O -1.113 -1.046 6.320 2.521 0.305 0.228
Cl 0.054 0.282 6.314 -0.437 -0.793 -1.171
O -0.177 0.963 5.050 0.821 -0.422 1.871
O 1.304 -0.487 6.367 -0.899 0.712 -0.087
O -0.035 -1.008 1.507 1.506 0.159 -0.178


No. 3
9
Properties=species:S:1:pos:R:3:forces:R:3 method="wB97M-V/def2-TZVPD" total_charge=0 homo_ha=-0.379 molar_mass_da=184.964 homo_lumo_gap_ev=10.20
C -2.937 -1.126 3.015 1.255 -1.785 -1.212
C -1.658 0.883 -0.668 -0.960 0.298 3.261
N -3.591 -0.299 3.432 -1.056 1.437 0.915
O -2.534 0.406 0.017 -0.323 -0.644 -1.249
I -1.895 -2.589 2.103 -0.218 0.374 0.303
H -0.967 1.438 -0.074 1.502 0.775 -0.052
H -1.558 0.892 -1.710 -0.200 -0.455 -1.967
H 7.499 -0.067 -3.352 0.336 1.244 1.385
H 7.641 0.462 -2.764 -0.336 -1.244 -1.385


No. 4
88
Properties=species:S:1:pos:R:3:forces:R:3 method="wB97M-V/def2-TZVPD" total_charge=0 homo_ha="-0.296 / -0.252" molar_mass_da=824.290 homo_lumo_gap_ev="7.30 / 5.29" spin_multiplicity=3
V 0.188 -0.006 -0.364 -1.960 -2.028 0.943
C 1.156 -1.958 -4.051 -0.079 0.054 0.119
C 1.061 -1.474 -2.643 0.062 -0.358 0.002
N 0.126 -0.646 -2.194 0.054 0.049 -0.578
O -0.933 -0.361 -3.021 0.102 0.184 -0.400
B -1.111 1.101 -3.266 0.520 -0.196 -0.046
F 0.117 1.658 -3.639 -0.180 0.006 0.005
F -2.098 1.276 -4.191 -0.182 -0.044 0.100
O -1.550 1.759 -1.979 0.002 0.197 0.060
N -0.585 1.593 -1.052 -0.471 2.469 -0.881
C -0.252 2.619 -0.335 -0.691 0.111 -0.595
C -0.917 3.946 -0.465 0.026 -0.066 0.022
C 0.882 2.396 0.561 0.749 0.061 0.373
N 1.476 1.263 0.378 0.935 1.189 0.808
O 2.510 0.994 1.187 -0.040 0.342 0.123
B 3.099 -0.363 0.953 -0.015 -0.401 -0.411
F 3.845 -0.355 -0.218 -0.059 0.019 0.105
F 3.824 -0.729 2.042 -0.166 0.067 0.181
O 1.916 -1.345 0.774 0.783 -0.049 0.253
N 1.448 -1.265 -0.503 1.433 -1.045 -0.398
C 1.888 -1.895 -1.572 -0.057 -0.271 -0.353
C 2.980 -2.908 -1.600 -0.016 0.226 0.015
C 1.365 3.396 1.554 -0.061 -0.037 -0.030
H 0.479 -1.386 -4.679 0.008 -0.024 -0.031
H 2.174 -1.838 -4.421 0.008 -0.025 -0.003
H 0.895 -3.018 -4.115 0.010 -0.010 -0.060
H -1.683 3.891 -1.231 -0.014 0.006 0.026
H -1.365 4.243 0.485 0.001 0.005 0.012
H -0.179 4.700 -0.744 0.017 0.010 0.050
H 3.319 -3.092 -0.584 0.047 -0.049 -0.026
H 2.636 -3.841 -2.049 -0.001 -0.008 0.009
H 3.824 -2.535 -2.182 0.039 -0.032 0.021
H 0.649 4.202 1.688 -0.001 0.013 -0.002
H 1.541 2.900 2.508 -0.003 -0.010 -0.005
H 2.319 3.811 1.222 0.010 -0.018 0.002
C -1.388 4.047 6.341 0.129 -0.139 -0.189
C -1.101 4.075 4.850 -0.130 0.078 0.154
O -0.602 2.832 4.334 0.142 0.093 -0.009
P -1.333 1.419 4.648 0.040 -0.145 -0.123
S 0.909 -0.822 4.175 0.021 -0.034 0.003
S -0.192 0.363 3.067 -0.284 0.050 0.244
O -2.768 1.774 3.950 0.219 0.124 -0.210
C -3.959 1.083 4.346 -0.190 -0.111 0.269
C -4.595 1.729 5.565 0.172 -0.003 -0.197
H -1.846 4.990 6.639 0.010 0.008 0.040
H -0.473 3.898 6.913 -0.016 -0.012 0.023
H -2.079 3.236 6.580 -0.049 0.082 0.087
H -0.321 4.802 4.621 -0.054 0.023 -0.031
H -2.006 4.344 4.300 0.047 -0.041 -0.051
H -3.733 0.035 4.559 0.017 -0.051 -0.119
H -4.628 1.128 3.488 0.042 -0.054 -0.045
H -3.999 1.530 6.457 -0.037 0.058 0.031
H -5.597 1.328 5.716 -0.001 -0.012 0.051
H -4.669 2.807 5.417 -0.047 0.002 0.035
C -3.935 -4.665 -2.598 -0.023 -0.002 -0.018
C -2.782 -4.094 -3.110 0.020 -0.068 -0.047
C -2.141 -3.072 -2.420 0.077 0.057 0.039
C -2.661 -2.620 -1.214 0.329 0.082 -0.229
C -3.826 -3.194 -0.703 0.041 -0.047 -0.081
C -4.460 -4.211 -1.393 -0.003 0.008 0.012
P -1.871 -1.279 -0.247 -1.168 -0.435 0.651
C -1.856 -2.134 1.372 0.033 0.047 -0.001
C -2.816 -1.998 2.368 0.006 0.107 -0.077
C -2.690 -2.703 3.555 -0.045 0.047 0.059
C -1.605 -3.543 3.754 0.070 -0.063 0.010
C -0.656 -3.704 2.752 -0.008 0.009 0.031
C -0.784 -3.005 1.564 -0.070 0.111 0.008
C -3.214 -0.045 -0.202 -0.031 0.016 -0.130
C -4.129 0.035 -1.251 0.036 -0.050 0.108
C -5.010 1.102 -1.330 -0.030 -0.005 -0.008
C -4.982 2.103 -0.371 -0.037 0.033 -0.035
C -4.069 2.035 0.671 0.026 0.063 0.087
C -3.183 0.974 0.747 -0.052 -0.114 -0.020
H -4.433 -5.460 -3.138 0.007 -0.001 -0.004
H -2.381 -4.440 -4.053 0.019 0.011 0.006
H -1.253 -2.607 -2.826 -0.133 -0.111 -0.003
H -4.240 -2.841 0.232 -0.010 -0.012 0.023
H -5.363 -4.653 -0.992 0.000 0.006 -0.002
H -3.661 -1.338 2.207 -0.023 0.025 0.053
H -3.440 -2.595 4.330 0.010 -0.006 -0.005
H -1.497 -4.076 4.690 -0.007 -0.006 -0.004
H 0.193 -4.359 2.901 -0.010 -0.008 0.013
H -0.050 -3.125 0.775 0.087 -0.003 0.069
H -4.137 -0.727 -2.018 -0.019 0.022 -0.030
H -5.711 1.155 -2.153 0.015 0.016 -0.008
H -5.663 2.942 -0.442 -0.008 -0.014 0.004
H -4.038 2.814 1.424 0.012 -0.010 0.008
H -2.459 0.934 1.548 0.049 0.044 0.146


No. 5
82
Properties=species:S:1:pos:R:3:forces:R:3 method="wB97M-V/def2-TZVPD" total_charge=+2 homo_ha="-0.507 / -0.508" molar_mass_da=769.054 homo_lumo_gap_ev="8.11 / 7.37" spin_multiplicity=3
Mo 1.566 -0.047 -0.514 -0.130 0.200 0.048
N 3.635 -0.654 -1.098 -0.030 -0.068 -0.008
C 4.459 0.573 -1.244 0.005 0.002 0.002
C 3.600 1.675 -1.850 -0.002 -0.027 -0.026
O 4.093 2.553 -2.513 0.003 0.015 0.006
N 2.241 1.543 -1.607 0.028 -0.044 0.039
C 1.392 1.910 -2.730 0.023 -0.012 -0.036
C 0.803 0.606 -3.257 -0.096 0.041 0.068
O 0.213 0.470 -4.283 0.038 -0.027 -0.026
O 0.998 -0.399 -2.374 -0.065 0.069 -0.102
H 3.532 -1.099 -2.009 0.008 0.000 0.000
H 4.099 -1.328 -0.497 -0.005 -0.004 0.002
H 4.829 0.875 -0.265 -0.005 -0.002 0.005
H 5.316 0.417 -1.897 0.001 0.001 0.004
H 0.563 2.564 -2.449 -0.001 -0.013 -0.004
H 1.963 2.413 -3.509 0.006 0.007 0.001
Cl -2.158 -0.895 -2.185 -0.018 0.004 0.018
C -2.346 0.823 -2.329 0.010 0.014 0.025
C -3.088 1.276 -3.405 0.003 -0.009 -0.001
C -3.345 2.629 -3.539 -0.004 0.002 0.001
C -2.886 3.514 -2.576 0.000 0.008 -0.001
C -2.136 3.050 -1.509 0.005 -0.020 0.011
C -1.818 1.694 -1.370 0.016 -0.025 -0.032
P -0.768 1.113 0.017 0.015 -0.060 0.051
C -1.862 0.097 1.052 0.005 0.020 0.022
C -3.247 0.207 0.957 -0.003 -0.006 -0.029
C -4.065 -0.527 1.804 -0.003 0.019 -0.004
C -3.509 -1.361 2.763 0.007 -0.004 0.012
C -2.128 -1.463 2.876 -0.003 -0.008 0.005
C -1.310 -0.741 2.020 0.009 -0.006 -0.028
C -0.474 2.608 1.017 -0.007 -0.002 -0.007
C -0.929 2.702 2.329 -0.017 0.011 0.009
C -0.699 3.858 3.068 0.005 0.001 0.002
C -0.033 4.932 2.497 0.006 -0.001 -0.010
C 0.424 4.844 1.188 -0.018 0.006 -0.001
C 0.220 3.685 0.460 -0.032 0.007 -0.018
H -3.457 0.563 -4.128 -0.001 0.002 0.000
H -3.919 2.984 -4.384 -0.001 0.001 0.001
H -3.112 4.568 -2.650 0.002 0.001 -0.002
H -1.810 3.762 -0.767 0.023 0.013 0.023
H -3.693 0.864 0.221 -0.001 0.001 -0.019
H -5.140 -0.438 1.720 0.001 -0.001 -0.001
H -4.150 -1.923 3.430 0.001 -0.002 -0.005
H -1.691 -2.099 3.636 -0.002 0.001 -0.008
H -0.235 -0.823 2.114 0.002 -0.008 -0.004
H -1.484 1.889 2.778 0.005 0.006 -0.001
H -1.068 3.925 4.082 0.001 0.000 0.000
H 0.119 5.840 3.065 0.000 0.002 0.001
H 0.937 5.682 0.732 0.001 0.005 0.002
H 0.590 3.628 -0.558 -0.017 -0.002 0.015
N 3.340 1.790 3.017 0.001 -0.004 0.002
C 3.431 2.934 2.258 0.000 -0.006 -0.009
C 2.926 2.620 1.035 0.025 0.008 -0.001
N 2.523 1.306 1.039 0.019 0.011 -0.036
C 2.797 0.838 2.247 0.007 0.002 0.006
C 2.567 -0.569 2.441 -0.003 0.002 -0.017
N 2.078 -1.222 1.400 -0.027 0.030 0.086
C 2.014 -2.548 1.774 0.008 0.003 0.001
C 2.464 -2.672 3.050 0.001 0.002 -0.003
N 2.808 -1.404 3.462 -0.002 0.006 0.005
H 3.638 1.703 3.976 -0.001 0.000 0.001
H 3.836 3.850 2.648 0.000 -0.001 0.000
H 2.838 3.239 0.162 0.013 -0.015 0.021
H 1.657 -3.313 1.111 -0.001 0.003 0.006
H 2.573 -3.531 3.689 -0.001 0.000 0.000
H 3.184 -1.168 4.367 -0.003 0.001 0.001
N 0.393 -1.862 -0.498 0.358 -0.282 -0.073
C -0.285 -2.760 -0.768 -0.179 0.135 -0.030
N -1.043 -3.762 -1.069 0.027 -0.025 0.037
C -2.057 -4.261 -0.114 -0.034 0.030 -0.017
C -2.163 -5.766 -0.286 0.007 -0.008 0.012
O -2.431 -6.094 -1.631 -0.003 -0.001 -0.007
C -1.374 -5.704 -2.484 0.009 0.003 0.008
C -1.218 -4.194 -2.477 0.003 -0.001 -0.010
H -3.012 -3.781 -0.345 0.003 -0.004 0.003
H -1.757 -3.987 0.896 0.004 -0.003 0.019
H -2.989 -6.150 0.310 -0.001 0.005 0.002
H -1.234 -6.249 0.046 -0.002 0.001 -0.001
H -1.627 -6.045 -3.485 0.000 0.005 -0.003
H -0.438 -6.184 -2.172 -0.002 -0.003 0.000
H -2.118 -3.721 -2.874 0.005 0.002 -0.005
H -0.356 -3.870 -3.057 0.000 0.001 0.003